Entry 1:
Below is 2 unconnected molecules or ions with the total composition C38H40N3, with properties calculated with ωB97M-V/def2-TZVPD.

ORCA input file:
```
! RIJCOSX wB97M-V def2-TZVPD def2/J DEFGRID3
* xyz 1 1
C 0.88304 4.90582 4.13272
C 0.85452 3.47936 3.66143
C 0.96517 3.18415 2.30205
C 0.95266 1.86042 1.84134
C 1.01173 1.58921 0.37186
C 0.84768 0.81681 2.77360
N 0.57050 -0.51286 2.32791
C 1.22007 -1.30447 1.44953
N 0.41092 -2.34104 1.13835
C 0.62577 -3.28836 0.12890
C 1.98457 -3.70357 -0.08063
C 2.98233 -3.44933 0.85352
C 2.24431 -4.51068 -1.23536
C 1.20635 -5.02844 -1.99294
C 1.50686 -5.97572 -3.11951
C -0.11724 -4.67933 -1.68332
C -0.42517 -3.77872 -0.64735
C -1.86835 -3.40976 -0.45458
C -0.70445 -2.29571 1.99200
C -0.62404 -1.16908 2.69440
C 0.73074 1.08977 4.14680
C 0.60992 -0.00851 5.15221
C 0.72717 2.42459 4.57074
H 0.82644 4.96528 5.22629
H 1.80141 5.41711 3.81286
H 0.04007 5.47662 3.72067
H 1.06103 4.00659 1.59064
H 1.61301 0.70190 0.13947
H 0.00629 1.44507 -0.06340
H 1.48034 2.43888 -0.14508
H 3.98125 -3.82006 0.62876
H 2.11208 -1.08907 0.87426
H 2.73735 -3.21561 1.88508
H 3.28013 -4.76429 -1.47789
H 0.58507 -6.30051 -3.60669
H 2.15106 -5.50806 -3.87313
H 2.03830 -6.86202 -2.75224
H -0.93848 -5.09996 -2.26362
H -2.39834 -3.68275 -1.37461
H -2.34521 -3.98439 0.35299
H -2.04996 -2.34335 -0.27424
H -1.46154 -3.05823 1.98751
H -1.32464 -0.71584 3.37471
H 0.86058 0.38427 6.14296
H -0.41192 -0.40214 5.22170
H 1.29266 -0.84188 4.94938
H 0.63088 2.64269 5.64044
C 4.42742 3.70575 3.86643
N 4.42417 2.79938 2.73671
C 4.03583 1.50302 2.77731
C 4.25494 0.89973 1.52455
C 3.88834 -0.40811 1.18472
C 4.51314 -1.00067 -0.00782
C 4.07092 -0.73213 -1.31927
C 4.66476 -1.37514 -2.40619
C 5.74100 -2.25039 -2.22057
C 6.36224 -2.92446 -3.40452
C 6.23789 -2.46378 -0.92781
C 5.62817 -1.85167 0.15863
C 4.89799 1.92858 0.68380
C 5.59538 1.94345 -0.51646
C 6.16367 3.14657 -0.96643
C 6.05579 4.32716 -0.20967
C 5.43657 4.31510 1.04872
C 4.89115 3.11274 1.45877
H 4.75298 4.68621 3.50940
H 3.41525 3.78384 4.28502
H 5.11361 3.35935 4.65582
H 3.68701 1.03378 3.68778
H 3.69770 -1.04974 2.06022
H 3.26927 -0.00187 -1.46124
H 4.30638 -1.16491 -3.41728
H 7.13649 -3.62862 -3.08660
H 5.60850 -3.48013 -3.97785
H 6.82183 -2.19880 -4.08944
H 7.10920 -3.10942 -0.77587
H 5.97396 -2.04361 1.17752
H 5.74768 1.01610 -1.06899
H 6.70613 3.15823 -1.91241
H 6.46385 5.25874 -0.59171
H 5.35745 5.19287 1.69294
*
```

Properties
- Energy relative to the best compared isomer or geometry (same formula, charge and spin): 2.317 eV
- HOMO-LUMO gap: 0.118 hartree
- E_tot: -44516.689 eV


Entry 2:
Below is a molecular structure, C6H17F2InNO3, with properties calculated with ωB97M-V/def2-TZVPD.

ORCA input file:
```
! RIJCOSX wB97M-V def2-TZVPD def2/J DEFGRID3
* xyz 1 1
In 12.77200 21.72129 5.08533
F 14.75433 19.54458 5.01700
F 10.96684 22.15610 2.77526
C 14.81169 22.93048 0.30825
C 14.51719 23.03762 1.83523
C 13.45988 24.09196 2.15623
O 13.16424 24.25843 3.56733
C 12.31998 25.46680 3.72763
N 13.98524 21.75773 2.16355
H 15.49585 23.69045 -0.06919
H 13.94935 23.23581 -0.28440
H 15.14923 21.98452 -0.11523
H 15.41087 23.29111 2.40548
H 12.55019 23.82698 1.61740
H 13.75543 25.03631 1.69913
H 12.91541 26.37670 3.65256
H 12.08055 25.57367 4.78562
H 11.39872 25.54527 3.15038
H 14.57136 21.04164 1.75886
H 13.19891 21.67175 1.53554
C 11.43245 18.48266 2.03180
C 11.69995 18.29478 3.54839
O 11.14270 19.30828 4.45248
O 11.85544 19.82460 1.66743
H 10.36829 18.34192 1.84246
H 12.01219 17.73460 1.49106
H 12.77831 18.16444 3.63922
H 11.23207 17.32659 3.72669
H 10.22533 19.03244 4.38972
H 11.22675 20.43102 2.06568
*
```

Properties
- Energy relative to the best compared isomer or geometry (same formula, charge and spin): 0.582 eV
- HOMO-LUMO gap: 0.138 hartree
- E_tot: -24723.706 eV